No. 1
ORCA calculation (wB97M-V/def2-TZVPD) on C34H25IN2PPt as an isolated structure.

Cartesian coordinates (Å):
Pt 0.437 -1.735 -0.130
I 3.002 -1.869 -0.149
C 4.015 -0.026 -0.200
C 5.353 -0.287 -0.299
C 6.286 0.765 -0.310
C 5.831 2.038 -0.207
C 4.446 2.320 -0.102
C 4.061 3.674 0.024
C 2.755 4.030 0.154
C 1.786 3.020 0.147
C 2.088 1.680 0.001
P 0.595 0.653 0.061
C -0.426 1.221 -1.373
C -1.671 0.453 -1.630
C -2.459 0.831 -2.813
C -1.998 1.727 -3.728
C -0.757 2.330 -3.485
C 0.020 2.083 -2.330
C -0.273 1.179 1.565
C -1.020 2.360 1.662
C -1.600 2.719 2.867
C -1.425 1.913 3.988
C -0.684 0.744 3.898
C -0.115 0.368 2.689
C 3.464 1.278 -0.109
H 5.718 -1.305 -0.364
H 7.341 0.547 -0.387
H 6.524 2.869 -0.195
H 4.838 4.428 0.032
H 2.464 5.064 0.271
H 0.756 3.327 0.269
H -1.243 -0.524 -1.960
H -3.405 0.323 -2.970
H -2.562 1.968 -4.618
H -0.366 3.022 -4.224
H 0.968 2.590 -2.219
H -1.164 3.002 0.799
H -2.177 3.632 2.938
H -1.865 2.202 4.933
H -0.546 0.121 4.771
H 0.461 -0.549 2.631
C -4.970 0.507 -0.050
C -3.758 1.001 -0.324
C -2.546 0.140 -0.369
C -2.754 -1.308 -0.128
C -4.048 -1.782 0.136
C -5.101 -0.905 0.171
N -1.645 -2.111 -0.126
N -2.000 -3.391 -0.040
C -1.013 -4.246 -0.013
C -1.361 -5.638 0.054
C -0.355 -6.556 0.055
C 0.969 -6.091 -0.006
C 1.316 -4.731 -0.060
C 0.344 -3.757 -0.065
H -5.840 1.145 0.013
H -3.610 2.064 -0.480
H -1.968 0.461 0.517
H -4.206 -2.829 0.330
H -6.087 -1.300 0.391
H -2.403 -5.922 0.101
H -0.562 -7.615 0.101
H 1.770 -6.822 -0.013
H 2.372 -4.500 -0.097

Properties
Charge: +3
LUMO energy: -10.833 eV
Largest force on an atom: 0.53 eV/A
Orbital gap: 5.2165 eV

***

No. 2
ORCA calculation (wB97M-V/def2-TZVPD) on C34H26Br2NO2PS3Y as an isolated structure at a distorted geometry.

Cartesian coordinates (Å):
Y -1.321 0.525 0.509
C -2.397 0.837 4.016
C -0.929 0.557 3.907
C -0.159 0.332 5.066
C 1.177 0.096 4.965
C 1.796 0.054 3.696
C 3.179 -0.177 3.483
Br 4.349 -0.420 4.943
C 3.685 -0.219 2.224
C 2.832 -0.045 1.116
Br 3.567 -0.168 -0.609
C 1.489 0.177 1.254
O 0.657 0.326 0.211
C 0.966 0.252 2.579
N -0.384 0.522 2.706
H -2.640 1.256 4.992
H -2.959 -0.091 3.888
H -2.727 1.537 3.248
H -0.646 0.363 6.033
H 1.776 -0.065 5.852
H 4.740 -0.392 2.063
O -1.149 2.731 0.555
S 0.284 3.286 0.401
C 0.093 5.027 0.198
C -0.989 5.536 -0.508
C -1.073 6.907 -0.676
C -0.084 7.738 -0.152
C 0.987 7.208 0.554
C 1.076 5.835 0.746
C 0.737 2.876 -1.280
C -0.189 2.287 -2.125
C 0.212 1.910 -3.398
C 1.521 2.128 -3.807
C 2.434 2.725 -2.946
C 2.047 3.097 -1.668
H -1.744 4.873 -0.915
H -1.906 7.331 -1.223
H -0.155 8.809 -0.293
H 1.745 7.861 0.968
H 1.892 5.406 1.317
H -1.225 2.173 -1.829
H -0.501 1.444 -4.067
H 1.834 1.824 -4.799
H 3.455 2.890 -3.266
H 2.765 3.537 -0.981
S -3.058 -0.310 -1.426
P -3.858 -0.987 0.296
S -2.422 -1.775 1.478
C -4.537 0.466 1.182
C -5.376 0.245 2.277
C -5.844 1.315 3.019
C -5.472 2.616 2.689
C -4.642 2.845 1.606
C -4.180 1.772 0.847
C -5.244 -2.097 0.036
C -5.265 -3.368 0.598
C -6.373 -4.184 0.394
C -7.442 -3.730 -0.366
C -7.415 -2.459 -0.930
C -6.318 -1.640 -0.730
H -5.661 -0.767 2.544
H -6.505 1.138 3.859
H -5.842 3.450 3.273
H -4.360 3.855 1.337
H -3.607 1.973 -0.050
H -4.421 -3.720 1.180
H -6.396 -5.177 0.824
H -8.302 -4.369 -0.524
H -8.246 -2.112 -1.531
H -6.287 -0.651 -1.177

Properties
Charge: +1
LUMO energy: -2.754 eV
Largest force on an atom: 1.59 eV/A
Orbital gap: 7.8665 eV

***

No. 3
ORCA calculation (wB97M-V/def2-TZVPD) on C34H26BrN4O6Os as an isolated structure at a distorted geometry.

Cartesian coordinates (Å):
Os 0.193 -1.549 -0.342
O -5.121 4.205 -0.136
C -3.862 3.896 0.043
O -3.019 4.736 0.254
C -3.431 2.456 -0.050
C -4.105 1.478 -0.778
C -3.589 0.203 -0.890
C -2.367 -0.137 -0.282
C -1.696 0.866 0.452
C -2.222 2.127 0.568
N -1.762 -1.372 -0.367
C -2.567 -2.527 -0.477
C -0.902 -4.201 -0.921
C -0.781 -5.546 -1.282
C 0.328 -6.250 -0.865
C 1.273 -5.611 -0.058
C 1.114 -4.273 0.213
N 0.070 -3.552 -0.252
H -5.742 3.470 -0.248
H -5.020 1.710 -1.302
H -4.120 -0.514 -1.494
H -0.765 0.623 0.960
H -1.737 2.884 1.168
H -3.538 -2.331 -0.952
H -1.570 -5.998 -1.864
H 0.443 -7.290 -1.128
H 2.119 -6.148 0.339
H 1.825 -3.730 0.825
C 3.141 -2.562 -1.527
O 2.411 -1.511 -0.872
C 3.078 -0.303 -0.774
C 4.458 -0.208 -0.699
C 5.054 1.049 -0.675
Br 6.946 1.194 -0.584
C 4.280 2.195 -0.721
C 2.883 2.119 -0.777
C 2.282 0.851 -0.806
O 0.894 0.655 -0.889
C 2.191 3.397 -0.821
N 2.856 4.499 -1.135
C 2.003 5.528 -1.101
C 2.190 6.902 -1.340
C 1.152 7.766 -1.066
C -0.092 7.277 -0.660
C -0.300 5.918 -0.403
C 0.726 5.040 -0.683
N 0.894 3.679 -0.516
H 3.790 -3.076 -0.816
H 3.738 -2.156 -2.345
H 2.416 -3.265 -1.937
H 5.083 -1.083 -0.659
H 4.742 3.171 -0.714
H 0.558 1.076 -1.696
H 3.108 7.242 -1.795
H 1.280 8.827 -1.215
H -0.917 7.964 -0.544
H -1.227 5.590 0.053
H 0.191 3.046 -0.163
O -4.020 -3.725 0.995
C -2.945 -3.221 0.932
O -2.013 -3.548 -1.283
C -1.921 -3.295 1.993
C -1.917 -4.472 2.748
C -1.037 -4.620 3.809
C -0.169 -3.594 4.151
C -0.186 -2.412 3.425
C -1.054 -2.250 2.350
H -2.624 -5.252 2.508
H -1.054 -5.534 4.382
H 0.478 -3.692 5.010
H 0.426 -1.583 3.743
H -1.222 -1.245 1.981

Properties
Charge: +3
LUMO energy (spin up / spin down): -8.399 / -11.104 eV
Largest force on an atom: 1.93 eV/A
Multiplicity: 5
Orbital gap (spin up / spin down): 8.0777 / 5.5690 eV

***

No. 4
ORCA calculation (wB97M-V/def2-TZVPD) on C34H26ClN5O4PbS as an isolated structure at a distorted geometry.

Cartesian coordinates (Å):
Pb -1.020 -1.724 -0.572
O 5.107 -0.849 0.280
C 4.751 0.052 -0.616
O 5.494 0.801 -1.208
C 3.251 0.163 -0.858
C 2.638 1.231 -1.628
Cl 3.176 2.631 -2.353
N 1.271 0.969 -1.649
N 0.967 -0.257 -1.034
C 2.143 -0.704 -0.538
C 2.080 -1.999 0.256
O 3.146 -2.357 0.869
O 0.982 -2.624 0.380
C 0.243 1.706 -2.323
C -0.240 1.227 -3.534
C -1.413 1.782 -3.993
C -1.997 2.862 -3.415
C -1.390 3.398 -2.264
C -0.232 2.830 -1.678
H 4.342 -1.436 0.505
H 0.327 0.437 -4.019
H -1.853 1.318 -4.845
H -2.962 3.250 -3.825
H -1.867 4.306 -1.851
H 0.263 3.267 -0.833
C 2.394 3.260 3.822
C 2.401 1.720 3.955
C 3.137 1.229 5.239
C 3.131 1.024 2.761
C 0.899 1.333 3.934
C -0.032 2.018 4.772
C -1.426 1.765 4.673
C -1.894 0.914 3.688
S -3.528 0.635 3.264
C -2.942 -0.405 1.941
N -1.623 -0.511 1.816
C -1.005 0.150 2.878
C 0.435 0.395 3.028
C -3.860 -1.188 1.137
C -5.240 -1.141 1.379
C -6.075 -2.067 0.724
C -5.556 -2.916 -0.274
C -4.184 -2.865 -0.532
C -3.321 -2.019 0.147
H 3.423 3.704 3.538
H 2.144 3.732 4.796
H 1.675 3.691 3.130
H 4.171 1.642 5.295
H 3.118 0.155 5.239
H 2.564 1.479 6.151
H 4.189 1.228 2.825
H 2.736 1.390 1.797
H 3.010 -0.075 2.846
H 0.323 2.640 5.614
H -2.110 2.276 5.371
H 1.136 -0.169 2.375
H -5.652 -0.460 2.138
H -7.144 -1.930 0.936
H -6.170 -3.549 -0.882
H -3.719 -3.435 -1.421
N -1.503 -0.612 -7.102
C -1.101 -1.293 -6.258
C -0.680 -2.252 -5.274
C 0.279 -3.181 -5.690
C 0.793 -4.023 -4.676
C 0.368 -3.837 -3.353
N -0.543 -2.803 -2.989
C -1.089 -2.113 -3.993
H 0.568 -3.110 -6.719
H 1.622 -4.686 -4.915
H 0.611 -4.532 -2.570
H -1.939 -1.485 -3.816

Properties
Charge: +2
LUMO energy (spin up / spin down): -10.288 / -10.405 eV
Largest force on an atom: 4.81 eV/A
Orbital gap (spin up / spin down): 3.6344 / 3.4414 eV

***

No. 5
ORCA calculation (wB97M-V/def2-TZVPD) on C34H26LiN8O4S as an isolated structure.

Cartesian coordinates (Å):
Li -0.816 1.196 -0.998
O -2.584 4.660 0.172
C -2.524 3.493 -0.191
N -1.854 2.967 -1.249
C -1.595 3.776 -2.299
O -2.174 4.790 -2.670
C -0.441 3.273 -3.158
C -0.072 3.988 -4.292
C 1.016 3.552 -5.026
C 1.695 2.419 -4.607
C 1.249 1.762 -3.470
N 0.203 2.176 -2.759
C -3.208 2.459 0.700
C -3.561 2.830 1.997
C -4.220 1.918 2.796
C -4.533 0.672 2.267
C -4.146 0.401 0.966
N -3.488 1.264 0.197
H -0.645 4.867 -4.550
H 1.331 4.087 -5.914
H 2.555 2.043 -5.145
H 1.726 0.859 -3.119
H -3.300 3.823 2.333
H -4.499 2.172 3.812
H -5.072 -0.070 2.844
H -4.372 -0.560 0.513
C 5.781 3.827 1.620
C 4.576 2.949 1.423
C 3.575 3.305 0.520
C 2.473 2.492 0.319
C 2.361 1.305 1.030
C 3.341 0.934 1.934
C 4.443 1.757 2.124
S 0.942 0.275 0.746
O -0.214 1.149 0.927
O 1.049 -0.830 1.683
N 0.903 -0.094 -0.776
C 1.550 -1.181 -1.311
C 2.534 -1.947 -0.645
C 3.113 -3.012 -1.297
C 2.725 -3.321 -2.598
C 1.763 -2.512 -3.173
N 1.189 -1.478 -2.570
H 5.583 4.847 1.294
H 6.634 3.456 1.048
H 6.078 3.856 2.669
H 3.655 4.235 -0.030
H 1.698 2.775 -0.384
H 3.229 0.011 2.487
H 5.208 1.468 2.836
H 2.816 -1.710 0.369
H 3.867 -3.602 -0.789
H 3.153 -4.150 -3.145
H 1.428 -2.704 -4.190
N -1.977 -6.827 5.743
C -2.001 -6.162 4.805
C -2.035 -5.338 3.632
C -2.137 -5.923 2.373
C -2.164 -5.130 1.242
C -2.100 -3.743 1.358
C -2.004 -3.155 2.619
C -1.963 -3.951 3.747
N -2.136 -2.935 0.213
C -2.552 -3.276 -1.065
C -2.371 -2.160 -1.820
N -1.853 -1.144 -1.057
C -1.728 -1.629 0.139
H -2.187 -6.999 2.281
H -2.220 -5.590 0.267
H -1.969 -2.081 2.723
H -1.885 -3.494 4.723
H -2.946 -4.246 -1.305
H -2.581 -2.029 -2.868
H -1.314 -1.105 0.981

Properties
Charge: -1
LUMO energy: 1.995 eV
Largest force on an atom: 0.53 eV/A
Orbital gap: 7.5099 eV

***

No. 6
ORCA calculation (wB97M-V/def2-TZVPD) on C34H28BCrN4PS2 as an isolated structure at a distorted geometry.

Cartesian coordinates (Å):
Cr 0.534 0.018 1.085
C -5.087 -0.664 -1.461
C -4.466 0.190 -2.359
C -3.104 0.454 -2.250
C -2.334 -0.118 -1.238
C -2.971 -0.997 -0.357
C -4.329 -1.266 -0.466
P -0.492 0.120 -1.084
C -0.144 1.437 -2.300
C 0.940 1.330 -3.169
C 1.245 2.356 -4.056
C 0.471 3.506 -4.081
C -0.589 3.640 -3.196
C -0.882 2.622 -2.298
C -0.002 -1.452 -1.855
C -0.011 -1.794 -3.178
C 0.225 -3.139 -3.552
C 0.401 -4.097 -2.592
C 0.375 -3.767 -1.213
C 0.491 -4.748 -0.196
C 0.417 -4.365 1.110
C 0.289 -3.001 1.476
C 0.231 -1.991 0.540
C 0.213 -2.413 -0.836
H -6.150 -0.863 -1.539
H -5.037 0.653 -3.157
H -2.646 1.097 -2.988
H -2.395 -1.490 0.412
H -4.793 -1.949 0.237
H 1.558 0.443 -3.145
H 2.094 2.255 -4.722
H 0.702 4.302 -4.779
H -1.179 4.550 -3.184
H -1.684 2.759 -1.581
H -0.224 -1.053 -3.939
H 0.238 -3.411 -4.602
H 0.553 -5.134 -2.875
H 0.627 -5.789 -0.469
H 0.492 -5.111 1.895
H 0.299 -2.751 2.528
B -0.877 3.415 1.585
N -1.596 2.121 2.103
C -2.644 2.188 2.936
C -3.042 0.907 3.264
C -2.144 0.093 2.576
N -1.283 0.829 1.871
N 0.353 3.118 0.669
C 0.912 4.077 -0.074
C 2.124 3.631 -0.562
C 2.244 2.342 -0.051
N 1.186 2.035 0.716
H -0.520 4.040 2.568
H -1.657 4.075 0.906
H -3.027 3.151 3.243
H -3.848 0.606 3.914
H -2.055 -0.983 2.576
H 0.409 5.026 -0.188
H 2.819 4.160 -1.195
H 3.040 1.622 -0.161
S 0.957 -0.250 3.327
C 2.582 -0.925 3.482
C 3.092 -1.274 4.740
C 4.378 -1.778 4.887
C 5.175 -1.944 3.756
C 4.680 -1.609 2.507
C 3.383 -1.097 2.344
S 2.795 -0.700 0.744
H 2.455 -1.139 5.608
H 4.754 -2.039 5.871
H 6.185 -2.331 3.851
H 5.296 -1.739 1.621

Properties
Charge: -1
LUMO energy (spin up / spin down): 2.592 / 2.600 eV
Largest force on an atom: 1.68 eV/A
Multiplicity: 2
Orbital gap (spin up / spin down): 6.4795 / 6.5094 eV

***

No. 7
ORCA calculation (wB97M-V/def2-TZVPD) on C34H28CeN3O6PS2 as an isolated structure at a distorted geometry.

Cartesian coordinates (Å):
Ce 1.783 -0.053 -0.754
O 3.865 -0.254 -1.774
C 3.197 -1.092 -2.457
O 2.106 -0.692 -2.974
C 3.234 -2.534 -1.926
O 3.739 -3.532 -2.369
O 2.516 -2.351 -0.860
N 1.651 3.380 6.717
C 1.985 2.909 5.466
C 1.922 1.544 5.177
C 2.301 1.069 3.936
C 2.750 1.952 2.970
C 2.819 3.315 3.240
C 2.440 3.791 4.476
S 3.280 1.388 1.401
O 4.684 1.595 1.213
O 2.815 -0.041 1.328
N 2.346 2.066 0.312
C 2.795 2.740 -0.811
S 3.803 4.117 -0.831
C 3.634 4.141 -2.553
C 2.842 3.122 -2.965
N 2.348 2.321 -1.963
H 1.078 2.788 7.294
H 1.429 4.358 6.796
H 1.576 0.851 5.932
H 2.246 0.012 3.719
H 3.160 4.008 2.482
H 2.494 4.851 4.687
H 4.134 4.870 -3.166
H 2.590 2.903 -3.991
C -3.117 2.920 -2.179
C -1.887 2.541 -2.753
C -1.017 1.749 -2.057
C -1.331 1.307 -0.747
C -0.455 0.485 0.013
C -0.797 0.050 1.266
C -2.046 0.432 1.828
C -2.901 1.225 1.121
C -2.576 1.684 -0.178
C -3.456 2.499 -0.926
H -3.799 3.545 -2.743
H -1.637 2.873 -3.752
H -0.072 1.464 -2.523
H -0.135 -0.584 1.851
H -2.319 0.087 2.818
H -3.856 1.515 1.546
H -4.405 2.786 -0.489
C -0.006 -3.022 -3.168
P -0.418 -2.210 -1.588
C -0.547 -3.592 -0.409
C -1.395 -4.669 -0.674
C -1.506 -5.720 0.220
C -0.770 -5.705 1.397
C 0.075 -4.642 1.670
C 0.187 -3.591 0.769
C -2.151 -1.710 -1.810
C -2.564 -1.148 -3.015
C -3.849 -0.645 -3.153
C -4.736 -0.693 -2.088
C -4.330 -1.245 -0.883
C -3.047 -1.748 -0.744
H 0.218 -2.270 -3.923
H -0.822 -3.662 -3.509
H 0.888 -3.630 -3.028
H -1.982 -4.679 -1.585
H -2.165 -6.550 0.000
H -0.852 -6.528 2.096
H 0.662 -4.631 2.579
H 0.882 -2.791 0.982
H -1.885 -1.086 -3.856
H -4.153 -0.209 -4.096
H -5.737 -0.295 -2.196
H -5.012 -1.282 -0.043
H -2.742 -2.167 0.205

Properties
LUMO energy (spin up / spin down): -0.692 / -0.858 eV
Largest force on an atom: 1.85 eV/A
Orbital gap (spin up / spin down): 7.2921 / 7.1258 eV